No. 1
The following is a DFT calculation (ωB97M-V with the def2-TZVPD basis set) of C3HF3S in the gas phase at a distorted geometry.

```
! wB97M-V def2-TZVPD RIJCOSX def2/J DEFGRID3
* xyz 0 1
F -2.829 -0.966 1.101
C -1.368 0.540 0.112
C -0.081 0.539 -0.066
S -0.513 2.252 0.005
F -3.654 0.711 -0.089
C -2.660 -0.144 0.066
F -2.886 -0.921 -1.082
H 0.838 -0.071 -0.255
*
```

## Properties
- HOMO-LUMO gap: 0.3193 Eh
- Relative energy (zero: lowest compared OMol25 entry of this formula, charge and spin): 151.4 kJ/mol
- Molar mass: 126.10 Da
- Calculated total energy: -22112.0092 eV
- Strongest force on any atom: 2.77 eV/Å

---

No. 2
The following is a DFT calculation (ωB97M-V with the def2-TZVPD basis set) of C6H6O in the gas phase at a distorted geometry.

```
! wB97M-V def2-TZVPD RIJCOSX def2/J DEFGRID3
* xyz 0 3
H -0.689 -2.601 -2.736
H 1.765 -0.090 1.517
C 0.088 0.194 0.362
H 1.804 1.564 0.658
C -0.581 -1.683 -2.030
H -1.855 0.031 -2.572
C -1.211 0.081 0.470
O -2.041 -0.365 -0.507
C -1.429 -0.531 -1.773
C 1.179 0.763 1.165
H 0.843 1.279 2.038
H -1.744 0.015 1.462
C 0.059 -0.581 -1.592
*
```

## Properties
- HOMO-LUMO gap (alpha / beta): 0.2870 / 0.2482 Eh
- Relative energy (zero: lowest compared OMol25 entry of this formula, charge and spin): 180.9 kJ/mol
- Molar mass: 94.11 Da
- Calculated total energy: -8357.8541 eV
- Strongest force on any atom: 3.14 eV/Å

---

Question: calculated total energy of number 1 (C3HF3S)?
Answer: -22112.0092 eV